[1]
A 8-piece molecular cluster, C29H35BrF7N2O24 overall, computed with the ωB97M-V functional and the def2-TZVPD basis.

Its HOMO-LUMO gap is 0.219 Eh. The calculation puts the LUMO energy at 1.301 eV. As for the electronic energy: -6314.56588 hartree. The total charge is -1. The highest occupied orbital energy comes out at -0.1717 Eh.

CARTESIAN COORDINATES (ANGSTROEM)
C  0.62351  -3.78393  1.12081
C  -0.56290  -4.34462  0.39435
O  -0.81247  -4.06330  -0.75460
N  -1.33874  -5.27901  1.16244
C  -1.75053  -6.48782  0.39711
C  -1.22082  -7.78983  1.00618
C  -0.08204  -8.41400  0.18020
C  0.90799  -7.37799  -0.39077
C  0.76236  -7.03936  -1.87915
N  0.60791  -8.19159  -2.77752
Br  1.79807  -9.59855  -2.48806
C  1.95262  -6.14271  -2.39190
O  3.04877  -6.34278  -1.83980
O  1.63332  -5.34481  -3.29820
H  1.23728  -4.58725  1.52106
H  1.21503  -3.17023  0.44893
H  0.27539  -3.17726  1.96062
H  -2.18260  -4.82598  1.49226
H  -1.39238  -6.39172  -0.62478
H  -2.84136  -6.50448  0.36261
H  -2.04649  -8.50626  1.05711
H  -0.92014  -7.59771  2.03759
H  -0.52092  -9.00189  -0.62959
H  0.46826  -9.10889  0.81602
H  0.77468  -6.44088  0.15694
H  1.94279  -7.66671  -0.22153
H  -0.13646  -6.43874  -2.04788
H  -0.32197  -8.58608  -2.72740
C  2.30217  0.12709  1.12009
C  2.50619  1.15010  2.21202
O  2.11190  0.43879  3.36468
C  2.32831  -0.89135  3.12940
O  2.32208  -1.72943  3.96392
O  2.54478  -1.09892  1.80889
F  1.69568  2.23604  2.04485
H  1.27281  0.15257  0.76203
H  2.98589  0.24542  0.28452
H  3.52958  1.50111  2.33198
C  -0.42640  -0.33241  -3.24296
C  -0.50493  0.24753  -1.84337
O  0.69254  0.99812  -1.75745
C  1.05146  1.36563  -3.02126
O  1.86018  2.19844  -3.26296
O  0.33359  0.67643  -3.92577
F  -0.51147  -0.69455  -0.87292
H  0.12491  -1.27408  -3.25161
H  -1.40053  -0.46263  -3.69960
H  -1.35362  0.91588  -1.68194
C  3.06075  6.03401  3.39065
C  2.76718  5.28140  4.67157
O  3.18994  3.96542  4.32976
C  4.12875  4.05727  3.36293
O  4.80037  3.15859  2.97058
O  4.17401  5.30962  2.86026
F  1.44377  5.25890  4.96464
H  2.22766  5.96494  2.68994
H  3.32020  7.07649  3.54811
H  3.30622  5.64155  5.54386
C  2.22086  4.66509  -0.94169
C  3.66289  5.08281  -1.16433
O  3.61348  6.47884  -0.90293
C  2.58606  6.71554  -0.05214
O  2.42848  7.72382  0.55570
O  1.78309  5.63134  0.02758
F  4.07461  4.88681  -2.43340
H  1.64679  4.78547  -1.86076
H  2.10242  3.65801  -0.55459
H  4.38159  4.62372  -0.48318
C  -2.51021  -3.54942  -3.20367
C  -3.83986  -4.26376  -3.33378
O  -4.74422  -3.18342  -3.55849
C  -4.05359  -2.17002  -4.12688
O  -4.54732  -1.21630  -4.64261
O  -2.73257  -2.38872  -4.02898
F  -4.20531  -4.91801  -2.21246
H  -2.31993  -3.24065  -2.17774
H  -1.65704  -4.11477  -3.56641
H  -3.91018  -4.95100  -4.17830
C  1.47039  9.62274  7.45155
C  1.24070  8.83917  8.73085
O  1.79967  7.57845  8.41204
C  2.75047  7.76310  7.46267
O  3.55524  6.95312  7.14214
O  2.65236  9.00346  6.93610
F  -0.06982  8.69014  9.02198
H  0.64342  9.46551  6.75773
H  1.63738  10.68438  7.60264
H  1.75025  9.23869  9.60943
C  -6.30456  1.00952  -5.57844
C  -6.24294  1.85500  -6.83487
O  -7.59240  2.23940  -7.01244
C  -8.19915  2.23264  -5.79101
O  -9.25219  2.72365  -5.56137
O  -7.41874  1.59863  -4.89207
F  -5.83251  1.15679  -7.92000
H  -6.52795  -0.02867  -5.81910
H  -5.41289  1.05143  -4.96485
H  -5.62891  2.75393  -6.75182

Atomic partial charges in e from the Mulliken method, atoms 1 to 5: -1.21, 0.25, -0.41, -0.20, -0.08



[2]
A 2-piece molecular cluster, C2H9NO overall, computed with the ωB97M-V functional and the def2-TZVPD basis.

Its HOMO-LUMO gap is 0.366 Eh. The calculation puts the LUMO energy at 0.776 eV. As for the electronic energy: -211.57819 hartree. The highest occupied orbital energy comes out at -0.3371 Eh.

CARTESIAN COORDINATES (ANGSTROEM)
C  0.40187  0.44766  1.22488
C  0.66852  -0.77825  0.39940
N  1.34768  -0.41055  -0.84162
H  -0.34233  1.09340  0.76072
H  -0.07896  0.18399  2.18215
H  1.33325  0.96486  1.45682
H  1.30170  -1.46862  0.95747
H  -0.27266  -1.31512  0.20951
H  1.18652  -1.06227  -1.59331
H  1.13293  0.53589  -1.13835
H  -1.48063  0.60188  -1.43576
H  -2.94676  0.29831  -1.23782
O  -2.25113  0.90880  -0.94407

Atomic partial charges in e from the natural (NBO) method, atoms 1 to 5: -0.63, -0.21, -0.85, 0.22, 0.21



[3]
C7H10N3 as an isolated structure, computed with the ωB97M-V functional and the def2-TZVPD basis.

Its HOMO-LUMO gap is 0.340 Eh. The calculation puts the LUMO energy at -3.544 eV. As for the electronic energy: -436.62483 hartree. The total charge is +1. The highest occupied orbital energy comes out at -0.4703 Eh.

CARTESIAN COORDINATES (ANGSTROEM)
C  0.76110  2.01852  0.19066
C  2.64451  0.23837  0.22020
C  1.18083  -1.55250  -0.39113
C  1.47515  0.87421  0.30111
C  0.27075  -0.62727  -0.23527
C  -1.66722  -0.17820  1.18226
C  -1.18619  -0.51714  -0.13576
N  -0.02012  2.86247  0.04183
N  2.49621  -1.05045  -0.19032
N  -1.70566  0.56707  -1.01292
H  3.53014  0.65691  0.45548
H  1.20896  -2.64220  -0.76735
H  -2.69175  0.04374  1.21031
H  -1.38543  -0.85529  2.13612
H  -1.08760  0.85229  1.44545
H  -1.55540  -1.40226  -0.47495
H  3.18273  -1.85138  -0.03094
H  -1.17299  0.58093  -1.95929
H  -1.58401  1.54815  -0.60340
H  -2.69400  0.43403  -1.38210

Atomic partial charges in e from the natural (NBO) method, atoms 1 to 5: 0.26, 0.06, -0.03, -0.19, -0.04



[4]
C10H13ClIrN3OSTe as an isolated structure, computed with the ωB97M-V functional and the def2-TZVPD basis.

The multiplicity is 5. Its HOMO-LUMO gap (alpha / beta) is 0.306 / 0.203 Eh. The calculation puts the LUMO energy (alpha / beta) at -5.705 / -8.653 eV. As for the electronic energy: -1858.44349 hartree. The total charge is +2. The highest occupied orbital energy (alpha / beta) comes out at -0.5158 / -0.5212 Eh.

CARTESIAN COORDINATES (ANGSTROEM)
Ir  2.49912  -1.50072  3.46768
N  2.44069  -3.66855  4.09553
N  1.79312  -3.76816  5.34073
C  1.62424  -2.65713  6.14900
N  1.44978  -2.82540  7.44694
S  1.50012  -1.06373  5.51901
H  1.79037  -3.92873  3.29324
H  3.23606  -4.24013  4.05259
H  1.72738  -4.66928  5.82020
H  1.59643  -3.77105  7.86138
H  0.96631  -2.20002  8.02978
O  5.51478  -1.15988  2.94477
C  4.42706  -1.05861  3.16554
C  0.13745  1.60738  -4.35957
Te  -0.36324  -0.47020  -4.19869
C  -2.20221  0.28719  -3.34123
C  -2.26449  1.72603  -3.81772
C  -3.46293  2.39150  -3.72248
C  -3.52439  3.71665  -4.09247
C  -2.37747  4.38888  -4.55788
C  -1.21761  3.67802  -4.66736
C  -1.09565  2.35050  -4.23639
H  0.60342  1.61119  -5.32912
H  0.94832  1.67527  -3.59532
H  -2.22699  0.28613  -2.20263
H  -3.01332  -0.27488  -3.66785
H  -4.31233  1.82795  -3.29301
H  -4.42311  4.29359  -4.16229
H  -2.60029  5.42930  -4.85636
H  -0.27824  4.15907  -4.92037
Cl  1.10762  -2.17219  1.83433

Atomic partial charges in e from the natural (NBO) method, atoms 1 to 5: 0.74, -0.65, -0.43, 0.33, -0.72



[5]
A 11-piece molecular cluster, C29H51Cl20F5O5 overall, computed with the ωB97M-V functional and the def2-TZVPD basis.

Its HOMO-LUMO gap is 0.391 Eh. The calculation puts the LUMO energy at 0.367 eV. As for the electronic energy: -11214.92232 hartree. The highest occupied orbital energy comes out at -0.3774 Eh.

CARTESIAN COORDINATES (ANGSTROEM)
C  4.89088  -5.12678  -0.57189
C  5.51310  -3.64075  -0.62090
O  6.74866  -3.48942  -0.81189
O  4.60030  -2.58059  -0.39155
C  4.76618  -1.50500  -1.34211
O  4.00676  -0.31249  -0.96020
C  2.68119  -0.50916  -1.49475
O  2.36413  0.14828  -2.50187
O  1.90032  -1.47391  -0.83406
C  0.47973  -1.16768  -0.89914
C  -0.42874  -2.44223  -0.50840
C  0.26108  -3.86758  -0.76132
C  0.17641  -4.39388  -2.26457
F  -0.51346  -3.54073  -3.15792
F  -0.56878  -5.63254  -2.24073
C  1.63763  -4.81300  -2.83021
F  2.15436  -5.87778  -2.03226
F  1.57471  -5.32882  -4.15224
F  2.50277  -3.69628  -2.80948
H  5.62701  -5.81979  -0.04677
H  3.92154  -5.14167  0.03406
H  4.67960  -5.55256  -1.60567
H  4.45291  -1.78800  -2.41623
H  5.87709  -1.20142  -1.40382
H  0.26822  -0.36838  -0.09643
H  0.11375  -0.79789  -1.91137
H  -1.37892  -2.35279  -1.15897
H  -0.81346  -2.40623  0.57434
H  1.35163  -3.94145  -0.43581
H  -0.31504  -4.63800  -0.10213
Cl  -3.34735  -2.56537  -5.28629
C  -2.52983  -1.32865  -6.27350
C  -1.37111  -0.68485  -5.53910
Cl  -1.91706  0.33167  -4.18001
H  -3.27438  -0.58997  -6.57560
H  -2.16493  -1.83132  -7.17156
H  -0.81729  -0.03358  -6.21866
H  -0.68000  -1.43210  -5.14614
Cl  -2.08701  1.97212  3.57489
C  -0.74501  2.29064  2.44877
C  -1.21785  2.40793  1.01395
Cl  -1.78859  0.85025  0.36319
H  -0.00857  1.49365  2.56589
H  -0.28386  3.22880  2.76439
H  -0.39302  2.73324  0.37714
H  -2.02810  3.13173  0.91638
Cl  -0.65167  4.16286  5.77869
C  -2.14042  3.83843  6.69957
C  -2.64402  5.06984  7.42559
Cl  -1.56789  5.55125  8.76052
H  -1.93876  3.01864  7.39096
H  -2.88901  3.50015  5.98016
H  -3.62221  4.86597  7.86554
H  -2.74563  5.92068  6.74965
Cl  -0.04494  8.88289  9.41449
C  1.29542  9.19894  8.28507
C  0.82025  9.31366  6.85040
Cl  0.24842  7.75542  6.20470
H  2.03147  8.40184  8.40192
H  1.75761  10.13734  8.59787
H  1.64470  9.63737  6.21196
H  0.00999  10.03804  6.75301
Cl  -4.22476  -6.29384  0.99039
C  -2.91554  -6.75217  2.10810
C  -2.26440  -5.54404  2.75070
Cl  -1.33157  -4.57935  1.57620
H  -2.19140  -7.35205  1.55389
H  -3.36301  -7.38411  2.87683
H  -1.56362  -5.86703  3.52231
H  -3.00352  -4.88941  3.21537
Cl  -4.65289  4.95097  0.61640
C  -4.70683  5.01559  -1.16295
C  -3.72053  4.05699  -1.79856
Cl  -2.03162  4.55699  -1.53171
H  -4.52185  6.04500  -1.46978
H  -5.72390  4.75037  -1.45827
H  -3.87495  4.02763  -2.87888
H  -3.83881  3.04353  -1.41057
Cl  1.37475  -2.48983  -5.22130
C  2.71296  -2.17578  -6.35244
C  2.23181  -2.02811  -7.78163
Cl  1.63180  -3.56600  -8.45201
H  3.43736  -2.98639  -6.25397
H  3.19116  -1.25142  -6.02498
H  3.05748  -1.70586  -8.41883
H  1.43235  -1.28953  -7.86121
Cl  -5.53298  8.52595  1.09920
C  -3.76725  8.70353  1.25875
C  -3.13830  9.33403  0.03119
Cl  -3.19585  8.25950  -1.38741
H  -3.34621  7.71792  1.46593
H  -3.59183  9.33858  2.12934
H  -2.08472  9.54607  0.22323
H  -3.63100  10.27051  -0.23501
Cl  -4.27691  -9.04928  5.88672
C  -2.94127  -10.21449  5.71114
C  -1.58455  -9.54397  5.78677
Cl  -1.26799  -8.50959  4.37136
H  -3.07548  -10.74368  4.76628
H  -3.04275  -10.93688  6.52329
H  -0.79775  -10.30040  5.80858
H  -1.48994  -8.92913  6.68313
Cl  5.01215  0.94696  -3.99025
C  6.34945  1.28635  -5.11835
C  5.87196  1.44243  -6.54891
Cl  5.28666  -0.09302  -7.23361
H  7.08117  0.48210  -5.02416
H  6.81815  2.21390  -4.78375
H  6.69751  1.77725  -7.17993
H  5.06637  2.17425  -6.62621

Atomic partial charges in e from the Mulliken method, atoms 1 to 5: -0.79, 0.67, -0.55, -0.23, -0.35



[6]
C27H31ClFN2O2Pt as an isolated structure, computed with the ωB97M-V functional and the def2-TZVPD basis.

Its HOMO-LUMO gap is 0.231 Eh. The calculation puts the LUMO energy at 2.344 eV. As for the electronic energy: -1986.96453 hartree. The total charge is -1. The highest occupied orbital energy comes out at -0.1446 Eh.

CARTESIAN COORDINATES (ANGSTROEM)
Pt  -0.68730  0.43102  1.64363
N  -1.35551  -0.36639  3.42188
C  -2.65049  -1.01410  3.11302
C  -3.49045  -0.09556  2.19398
O  -4.70190  -0.28128  2.18302
O  -2.81633  0.70376  1.45738
H  -0.71376  -0.98321  3.90880
H  -1.52187  0.44431  4.01145
H  -3.21425  -1.25327  4.01606
H  -2.44594  -1.93763  2.57173
C  3.88777  1.15109  -0.38375
C  2.51430  1.58658  -0.90255
C  2.69130  2.67219  -1.96878
C  1.69483  0.42472  -1.43216
C  2.29676  -0.52081  -2.25729
C  1.57721  -1.58697  -2.77138
C  0.23200  -1.70991  -2.46624
C  -0.40968  -0.78411  -1.64945
C  -1.88659  -0.94600  -1.35273
C  -2.72572  -0.88240  -2.63031
C  -2.15125  -2.24105  -0.58409
C  0.32955  0.28607  -1.11371
N  -0.28295  1.19627  -0.21259
C  -0.84851  2.31638  -0.73965
C  -1.01986  2.52990  -2.12871
C  -1.59898  3.67706  -2.64849
C  -2.05232  4.68948  -1.81700
C  -1.89170  4.51990  -0.44523
C  -1.30908  3.38233  0.05825
F  -1.14431  3.31651  1.40759
H  4.36877  1.98002  0.14054
H  4.54947  0.85863  -1.20309
H  3.81396  0.30755  0.30428
H  1.95092  2.01949  -0.07399
H  3.21020  2.26697  -2.84271
H  3.28989  3.49685  -1.57223
H  1.73275  3.07367  -2.29386
H  3.35031  -0.42920  -2.49554
H  2.06369  -2.31755  -3.40699
H  -0.33637  -2.53756  -2.87653
H  -2.19019  -0.12272  -0.70882
H  -2.52189  -1.73700  -3.28304
H  -2.51858  0.03146  -3.18934
H  -3.78854  -0.89526  -2.38053
H  -1.85239  -3.11981  -1.16251
H  -3.21289  -2.33054  -0.34298
H  -1.59243  -2.24444  0.35454
H  -0.69364  1.75526  -2.80971
H  -1.70195  3.76702  -3.72393
H  -2.51252  5.58456  -2.21329
H  -2.21108  5.27364  0.26408
Cl  1.87023  -5.94447  2.71860
C  1.71153  -4.21211  2.53666
C  1.52341  -3.66910  1.27321
C  1.39264  -2.29970  1.13253
C  1.45158  -1.43879  2.23603
C  1.26100  0.03940  2.08813
C  1.65931  -2.02308  3.48679
C  1.78137  -3.39970  3.64983
H  1.46994  -4.31689  0.40810
H  1.22748  -1.88252  0.14449
H  1.93765  0.43421  1.33207
H  1.52556  0.52376  3.03736
H  1.74633  -1.38391  4.36055
H  1.93944  -3.83302  4.62864

Atomic partial charges in e from the natural (NBO) method, atoms 1 to 5: 0.71, -0.76, -0.35, 0.76, -0.69